[1]
Entry from the Open Molecules 2025 dataset: F2H10O11PV2 as an isolated structure (ωB97M-V/def2-TZVPD).

Each line ends with the Löwdin charge.
CARTESIAN COORDINATES (ANGSTROEM)
O -1.68 1.84 3.01  -0.216
V -2.85 0.99 2.41  1.190
O -3.66 1.88 1.40  -0.229
O -2.56 -1.56 -2.68  -0.230
V -1.58 -2.79 -2.60  1.194
O -0.62 -2.73 -3.87  -0.210
O -1.71 -0.25 0.97  -0.333
P -0.46 -0.94 0.31  0.572
O -0.64 -1.77 -0.95  -0.305
F 0.36 -1.79 1.47  -0.103
F 0.64 0.23 0.09  -0.139
O 2.20 -0.59 -2.87  -0.027
H 1.27 -0.38 -2.78  0.004
H 2.61 0.25 -3.08  0.039
O 0.99 2.42 -1.20  0.071
H 1.74 2.36 -1.80  0.097
H 0.99 1.57 -0.75  -0.005
O 3.04 0.81 0.83  0.115
H 3.57 0.35 1.48  0.093
H 2.19 0.38 0.88  0.009
O -1.31 2.94 0.23  0.288
H -0.43 2.69 -0.05  0.049
H -1.83 2.96 -0.58  0.132
O -0.39 -2.76 3.55  -0.054
H 0.08 -3.53 3.87  0.049
H 0.01 -2.56 2.71  -0.053

## Properties
- Orbital gap (alpha / beta): 0.2711 / 0.0938 Ha
- Expectation value of S²: 0.76
- Multiplicity: 2
- Charge: +2
- Max |F|: 0.095 Eh/bohr

=====

[2]
Entry from the Open Molecules 2025 dataset: BF4H24O12 as an isolated structure (ωB97M-V/def2-TZVPD).

Each line ends with the Löwdin charge.
CARTESIAN COORDINATES (ANGSTROEM)
B 0.27 -0.14 -0.15  -1.226
F 1.38 0.67 -0.40  0.206
F -0.87 0.58 -0.12  0.100
F 0.19 -1.16 -1.12  0.124
F 0.45 -0.81 1.01  0.129
O 0.52 2.71 -1.22  -0.019
H 1.40 2.35 -1.24  0.059
H 0.26 2.66 -0.29  -0.246
O 2.95 -0.93 0.18  -0.009
H 2.46 -0.60 -0.57  0.047
H 3.36 -0.16 0.57  0.046
O 0.47 0.42 -2.35  0.055
H 0.49 0.01 -1.49  -0.043
H -0.05 1.22 -2.22  0.086
O -2.75 0.52 0.38  0.086
H -2.26 0.84 -0.38  0.080
H -3.66 0.76 0.18  0.122
O -1.33 0.19 1.79  -0.040
H -0.59 -0.10 1.26  -0.060
H -1.93 0.58 1.15  -0.194
O -1.55 -1.68 -1.48  0.000
H -1.82 -0.90 -1.94  0.079
H -0.82 -1.40 -0.93  -0.166
O 0.65 -1.58 -2.81  -0.034
H 0.36 -0.68 -2.98  -0.082
H 0.73 -1.63 -1.85  -0.183
O -0.31 -3.07 -0.29  -0.029
H 0.00 -2.21 -0.03  0.010
H -1.20 -2.92 -0.62  0.028
O -0.70 -2.01 1.75  -0.028
H 0.20 -1.70 1.79  -0.025
H -1.00 -2.00 2.66  0.075
O 2.20 -0.62 2.37  -0.024
H 1.58 -0.33 1.71  -0.023
H 3.04 -0.25 2.08  0.026
O -1.60 2.58 1.05  -0.041
H -1.18 3.32 1.48  0.059
H -0.87 2.07 0.70  -0.116
O 0.37 2.08 0.55  0.086
H 0.76 1.23 0.32  -0.083
H 0.37 2.09 1.51  0.168

## Properties
- Orbital gap: 0.2722 Ha
- Charge: -1
- Max |F|: 0.354 Eh/bohr